{
  "formula": "C41H40FeN3OP2S",
  "method": "wB97M-V/def2-TZVPD",
  "homo_energy_ev": [-9.6630, -9.6450],
  "max_force_ev_per_a": 0.43,
  "e_lumo_ev": [-2.747, -2.753],
  "relative_energy_kj_mol": 0.00,
  "energy_ev": -113480.9129,
  "total_charge": 1,
  "homo_lumo_gap_ev": [6.92, 6.89],
  "spin_multiplicity": 5,
  "elements": ["Fe", "C", "P", "C", "C", "C", "C", "C", "C", "C", "C", "C", "C", "C", "C", "C", "C", "C", "C", "C", "P", "C", "C", "C", "C", "C", "C", "C", "C", "C", "C", "C", "C", "N", "H", "H", "H", "H", "H", "H", "H", "H", "H", "H", "H", "H", "H", "H", "H", "H", "H", "H", "H", "H", "H", "H", "H", "H", "H", "H", "C", "C", "C", "N", "C", "S", "N", "C", "O", "C", "C", "C", "C", "C", "C", "H", "H", "H", "H", "H", "H", "H", "H", "H", "H", "H", "H", "H", "H"],
  "positions_angstrom": [[0.204, 1.757, 0.189], [-2.536, 3.277, -1.000], [-2.295, 1.824, 0.098], [-3.141, 0.393, -0.636], [-3.582, -0.643, 0.191], [-4.196, -1.763, -0.344], [-4.364, -1.874, -1.718], [-3.902, -0.866, -2.551], [-3.295, 0.262, -2.014], [-3.196, 2.214, 1.622], [-4.547, 1.940, 1.820], [-5.172, 2.327, 2.995], [-4.459, 2.999, 3.977], [-3.115, 3.286, 3.784], [-2.486, 2.888, 2.615], [-1.216, 3.867, -1.408], [-0.963, 4.943, -2.215], [0.444, 5.155, -2.188], [0.973, 4.197, -1.365], [2.406, 3.974, -0.967], [2.570, 2.557, 0.199], [3.778, 1.442, -0.565], [3.547, 1.038, -1.880], [4.402, 0.142, -2.498], [5.490, -0.373, -1.803], [5.717, 0.015, -0.492], [4.864, 0.919, 0.128], [3.356, 3.192, 1.694], [4.494, 3.999, 1.601], [5.088, 4.506, 2.742], [4.551, 4.210, 3.992], [3.427, 3.406, 4.092], [2.830, 2.900, 2.945], [-0.035, 3.387, -0.878], [-3.122, 3.992, -0.416], [-3.154, 3.007, -1.857], [-3.485, -0.562, 1.268], [-4.555, -2.542, 0.317], [-4.854, -2.744, -2.137], [-4.028, -0.943, -3.623], [-2.948, 1.036, -2.686], [-5.120, 1.430, 1.055], [-6.222, 2.107, 3.139], [-4.951, 3.302, 4.892], [-2.555, 3.814, 4.544], [-1.434, 3.119, 2.478], [-1.692, 5.530, -2.752], [0.993, 5.925, -2.707], [2.822, 4.860, -0.481], [3.035, 3.761, -1.834], [2.700, 1.430, -2.435], [4.224, -0.151, -3.525], [6.161, -1.071, -2.286], [6.563, -0.380, 0.054], [5.053, 1.211, 1.153], [4.921, 4.226, 0.631], [5.966, 5.132, 2.661], [5.013, 4.608, 4.885], [3.010, 3.173, 5.062], [1.954, 2.267, 3.036], [-1.236, -5.037, -3.349], [-0.259, -4.196, -2.540], [-0.991, -3.090, -1.800], [-0.065, -2.239, -1.047], [-0.110, -1.807, 0.196], [0.916, -0.509, 0.666], [-0.940, -2.357, 1.114], [-1.417, -3.691, 1.277], [-2.485, -3.849, 1.803], [-0.538, -4.793, 0.810], [0.849, -4.693, 0.884], [1.632, -5.772, 0.505], [1.033, -6.934, 0.037], [-0.351, -7.032, -0.033], [-1.140, -5.968, 0.367], [-0.720, -5.821, -3.901], [-1.781, -4.428, -4.073], [-1.968, -5.518, -2.697], [0.492, -3.752, -3.200], [0.279, -4.818, -1.823], [-1.736, -3.500, -1.122], [-1.523, -2.436, -2.495], [0.658, -1.794, -1.597], [-1.182, -1.748, 1.884], [1.320, -3.794, 1.260], [2.709, -5.709, 0.579], [1.646, -7.772, -0.266], [-0.813, -7.943, -0.388], [-2.220, -6.037, 0.347]],
  "lowdin_spin": [3.635, 0.000, 0.035, 0.003, 0.003, 0.000, 0.003, 0.000, 0.002, 0.008, 0.003, 0.000, 0.002, 0.000, 0.005, 0.013, 0.014, 0.013, 0.013, 0.000, 0.034, 0.001, 0.002, 0.000, 0.003, 0.000, 0.003, 0.009, 0.002, 0.001, 0.000, 0.000, 0.002, 0.082, 0.000, 0.000, 0.000, 0.000, 0.000, 0.000, 0.000, 0.000, 0.000, 0.000, 0.000, 0.003, 0.001, 0.001, 0.000, 0.000, 0.000, 0.000, 0.000, 0.000, 0.000, 0.000, 0.000, 0.000, 0.000, 0.002, 0.000, 0.000, 0.001, 0.011, 0.020, 0.060, 0.006, 0.001, 0.001, 0.000, 0.000, 0.000, 0.000, 0.000, 0.000, 0.000, 0.000, 0.000, 0.000, 0.000, 0.000, 0.000, 0.000, 0.000, 0.000, 0.000, 0.000, 0.000, 0.000]
}